Computed, not measured: a structure of composition C32H59BN6OSSbV, with the ωB97M-V functional and the def2-TZVPD basis.

E_LUMO (alpha / beta) = -6.34 / -5.39 eV
charge = +2
2S+1 = 3
Kohn-Sham gap (alpha / beta) = 7.1371 / 8.0454 eV

Last column: Löwdin spin population.
Cartesian coordinates (Å):
V1 -0.815 0.481 -0.376  1.96
B1 -3.938 1.264 0.756  0.00
N1 -3.748 -0.130 0.071  0.01
C1 -4.749 -0.899 -0.336  0.00
C2 -4.294 -1.770 -1.325  0.00
C3 -2.964 -1.443 -1.473  0.00
N2 -2.623 -0.448 -0.623  0.00
N3 -2.741 1.583 1.697  0.01
C4 -2.806 2.300 2.817  0.02
C5 -1.548 2.815 3.104  0.01
C6 -0.753 2.362 2.068  0.01
N4 -1.468 1.601 1.224  0.01
H1 -3.953 2.090 -0.127  0.00
H2 -4.946 1.233 1.399  0.00
H3 -5.731 -0.780 0.092  0.00
H4 -4.848 -2.533 -1.842  0.00
H5 -2.228 -1.903 -2.110  0.00
H6 -3.745 2.417 3.331  0.00
H7 -1.262 3.432 3.937  0.00
H8 0.301 2.524 1.910  0.00
C7 -0.974 -3.842 3.420  0.00
C8 -1.431 -2.728 2.482  0.00
C9 -2.480 -3.295 1.531  0.00
C10 -2.030 -1.577 3.290  0.00
Sb1 0.149 -1.793 1.256  -0.02
C11 0.909 -3.326 -0.133  0.00
C12 1.020 -4.691 0.535  0.00
C13 -0.105 -3.375 -1.276  0.00
C14 2.254 -2.914 -0.726  0.00
C15 1.767 -1.257 2.674  0.00
C16 1.716 -2.066 3.965  0.00
C17 1.571 0.219 2.994  0.00
C18 3.133 -1.457 2.031  0.00
H9 -1.868 -4.275 3.881  0.00
H10 -0.345 -3.487 4.230  0.00
H11 -0.460 -4.653 2.907  0.00
H12 -3.348 -3.614 2.117  0.00
H13 -2.118 -4.176 0.998  0.00
H14 -2.827 -2.559 0.809  0.00
H15 -2.845 -1.962 3.910  0.00
H16 -2.447 -0.800 2.645  0.00
H17 -1.304 -1.117 3.964  0.00
H18 0.045 -5.087 0.819  0.00
H19 1.659 -4.672 1.419  0.00
H20 1.462 -5.403 -0.170  0.00
H21 -1.124 -3.567 -0.942  0.00
H22 0.173 -4.172 -1.973  0.00
H23 -0.093 -2.436 -1.842  0.00
H24 3.076 -3.033 -0.026  0.00
H25 2.248 -1.881 -1.084  0.00
H26 2.464 -3.563 -1.583  0.00
H27 0.822 -1.863 4.552  0.00
H28 2.575 -1.779 4.581  0.00
H29 1.791 -3.139 3.789  0.00
H30 0.589 0.428 3.422  0.00
H31 1.698 0.838 2.101  0.00
H32 2.326 0.536 3.722  0.00
H33 3.372 -2.514 1.910  0.00
H34 3.891 -1.030 2.696  0.00
H35 3.228 -0.962 1.064  0.00
C19 -3.612 2.846 -5.197  0.00
C20 -2.140 3.129 -4.934  0.00
N5 -1.804 3.165 -3.496  0.00
C21 -2.037 4.440 -2.794  0.00
C22 -3.357 4.518 -2.038  0.00
C23 -1.375 2.096 -2.843  0.00
C24 -1.078 0.838 -3.604  0.00
N6 -1.162 2.083 -1.534  -0.01
H36 -3.780 2.773 -6.271  0.00
H37 -4.250 3.641 -4.815  0.00
H38 -3.923 1.907 -4.737  0.00
H39 -1.851 4.093 -5.348  0.00
H40 -1.521 2.382 -5.424  0.00
H41 -1.992 5.217 -3.553  0.00
H42 -1.191 4.612 -2.123  0.00
H43 -4.204 4.450 -2.718  0.00
H44 -3.414 5.478 -1.526  0.00
H45 -3.469 3.726 -1.298  0.00
H46 -0.367 1.024 -4.409  0.00
H47 -1.986 0.424 -4.041  0.00
H48 -0.636 0.083 -2.954  0.00
H49 -1.474 2.922 -1.062  0.00
C25 7.439 0.265 1.089  0.00
C26 6.086 0.651 0.571  0.00
C27 5.533 0.007 -0.538  0.00
C28 4.284 0.352 -1.018  0.00
C29 3.577 1.361 -0.369  0.00
C30 4.097 2.016 0.741  0.00
C31 5.354 1.658 1.199  0.00
S1 1.974 1.843 -0.885  0.01
C32 2.270 2.142 -2.614  0.00
O1 1.100 0.550 -0.870  0.01
H50 7.942 -0.427 0.416  0.00
H51 7.353 -0.214 2.066  0.00
H52 8.068 1.146 1.214  0.00
H53 6.093 -0.776 -1.032  0.00
H54 3.872 -0.175 -1.870  0.00
H55 3.533 2.796 1.238  0.00
H56 5.775 2.169 2.055  0.00
H57 2.643 1.230 -3.079  0.00
H58 3.008 2.941 -2.675  0.00
H59 1.339 2.466 -3.074  0.00

---

Computed, not measured: a cluster of 2 separate species, C3H11NO3 in total, with the ωB97M-V functional and the def2-TZVPD basis.

SMILES = NC(CO)CO.O
E_LUMO = 0.83 eV
2S+1 = 1
Kohn-Sham gap = 10.4147 eV

Last column: natural (NBO) charge in e.
Cartesian coordinates (Å):
C1 1.028 -0.864 -0.265  -0.08
O1 1.835 -1.106 0.998  -0.78
C2 -0.450 -0.783 0.116  -0.08
C3 -1.269 -0.115 -1.052  -0.06
O2 -0.826 -0.735 -2.224  -0.70
N1 -0.692 -0.048 1.308  -0.86
H1 1.346 -1.572 -1.046  0.20
H2 1.387 0.122 -0.535  0.18
H3 2.734 -0.623 1.039  0.48
H4 -0.819 -1.874 0.214  0.16
H5 -2.297 -0.018 -0.770  0.17
H6 -0.900 0.867 -1.075  0.17
H7 -0.120 -0.188 -2.498  0.47
H8 -0.320 -0.369 2.217  0.40
H9 -1.666 0.066 1.454  0.36
H10 0.331 3.227 0.582  0.47
H11 0.018 1.671 0.963  0.50
O3 0.681 2.343 0.575  -1.01

---

Computed, not measured: a cluster of 3 separate species, C27H34FN2O12 in total, with the ωB97M-V functional and the def2-TZVPD basis.

E_LUMO = -4.31 eV
charge = +1
2S+1 = 1
Kohn-Sham gap = 7.0619 eV

Last column: Mulliken charge in e.
Cartesian coordinates (Å):
C1 3.660 -0.670 -0.065  -0.48
C2 4.375 0.738 -0.386  -0.06
C3 3.349 1.840 -0.973  0.48
O1 3.525 2.164 -2.176  -0.60
O2 2.367 2.399 -0.122  -0.37
C4 1.221 2.885 -0.906  -0.45
C5 0.519 1.593 -1.531  -0.61
C6 -1.013 1.799 -1.960  0.92
C7 -2.031 2.464 -0.897  -0.91
N1 -1.782 2.019 0.501  -0.39
C8 -1.446 0.274 -2.305  -0.35
N2 -1.425 -0.118 -3.577  0.48
C9 -1.739 -1.480 -4.135  -0.67
C10 -2.099 -2.553 -3.000  -0.30
C11 -0.838 -2.950 -2.057  -0.38
C12 -1.334 -2.993 -0.522  0.31
O3 -2.014 -4.240 -0.174  -0.34
C13 -3.372 -3.910 0.140  0.20
O4 -3.784 -3.626 1.275  -0.44
C14 -1.014 1.103 -4.368  0.20
F1 -2.078 1.194 -5.368  -0.37
C15 -1.322 2.369 -3.453  -0.97
H1 4.095 -1.518 -0.709  0.26
H2 3.872 -0.982 1.021  0.21
H3 2.526 -0.643 -0.280  -0.13
H4 5.206 0.523 -1.135  0.36
H5 4.821 1.136 0.598  0.17
H6 1.558 3.642 -1.696  0.27
H7 0.574 3.457 -0.157  0.33
H8 1.099 1.305 -2.487  0.52
H9 0.588 0.715 -0.785  0.14
H10 -3.091 2.140 -1.231  0.29
H11 -2.027 3.602 -0.920  0.40
H12 -2.071 1.032 0.534  0.05
H13 -2.340 2.607 1.136  0.34
H14 -1.740 -0.368 -1.413  0.04
H15 -2.608 -1.442 -4.891  0.34
H16 -0.845 -1.917 -4.719  0.32
H17 -2.429 -3.527 -3.519  0.36
H18 -2.911 -2.124 -2.327  0.05
H19 -0.301 -3.893 -2.390  0.44
H20 -0.101 -2.064 -2.124  0.13
H21 -2.088 -2.147 -0.297  -0.37
H22 -0.463 -2.812 0.214  0.28
H23 -4.136 -3.928 -0.716  0.35
H24 -0.059 1.050 -4.979  0.39
H25 -2.447 2.616 -3.515  0.38
H26 -0.844 3.372 -3.693  0.31
C16 -6.613 0.510 2.515  -0.76
C17 -5.334 0.155 2.376  0.20
C18 -4.728 -0.053 1.030  1.15
O5 -3.547 -0.359 0.939  -0.67
C19 -5.586 0.115 -0.145  -0.89
C20 -6.867 0.466 -0.006  0.28
C21 -7.467 0.702 1.339  0.78
O6 -8.632 1.039 1.426  -0.58
O7 -7.675 0.623 -1.085  -0.57
O8 -4.530 -0.029 3.458  -0.60
H27 -7.064 0.667 3.486  0.45
H28 -5.139 -0.057 -1.115  0.47
H29 -8.547 0.879 -0.722  0.35
H30 -3.658 -0.279 3.096  0.35
C22 6.499 -0.323 5.576  -0.85
C23 5.747 -0.067 4.504  0.44
C24 6.327 -0.062 3.130  0.64
O9 5.603 0.157 2.170  -0.41
C25 7.762 -0.321 2.988  -0.99
C26 8.516 -0.573 4.061  0.39
C27 7.931 -0.605 5.432  0.89
O10 8.645 -0.857 6.385  -0.59
O11 9.847 -0.812 3.946  -0.56
O12 4.417 0.199 4.621  -0.59
H31 6.090 -0.332 6.577  0.43
H32 8.173 -0.297 1.988  0.44
H33 10.164 -0.967 4.858  0.35
H34 4.101 0.348 3.709  0.33

---

Computed, not measured: the ion C6H10N with charge +1, with the ωB97M-V functional and the def2-TZVPD basis.

SMILES = C[C@@]12C=C[N@+]1(C)C2
E_LUMO = -3.39 eV
charge = +1
2S+1 = 1
Kohn-Sham gap = 11.3830 eV

Last column: natural (NBO) charge in e.
Cartesian coordinates (Å):
C1 -1.584 0.391 0.970  -0.15
C2 -1.211 1.194 -0.015  -0.03
C3 -0.695 -0.996 -0.831  -0.19
C4 -0.286 -0.579 0.560  0.17
C5 0.815 -1.153 1.417  -0.65
C6 0.983 1.017 -1.197  -0.42
N1 -0.172 0.400 -0.552  -0.25
H1 -2.258 0.155 1.718  0.26
H2 -1.542 2.217 -0.497  0.27
H3 0.091 -1.577 -1.456  0.26
H4 -1.742 -0.987 -0.943  0.25
H5 0.993 -2.152 1.650  0.27
H6 0.942 -0.524 2.270  0.25
H7 1.683 -0.894 0.825  0.23
H8 1.511 1.508 -0.457  0.23
H9 1.787 0.280 -1.506  0.25
H10 0.685 1.700 -1.957  0.25

---

Calculated max |F| (eV/A), listed in the same order as above: 0.79, 3.47, 4.46, 4.26